## a
C7H10N2 | the ωB97M-V functional and the def2-TZVPD basis

Geometry (Å):
C 0.2654 -1.0795 0.3412
C 1.4767 -1.2849 -0.2486
C 0.6953 1.3860 0.4460
C -0.0467 0.3173 0.5829
C 2.4125 -0.1273 -0.6465
C 2.2564 1.1949 0.1579
C -2.8955 -0.1590 0.6008
N -3.3042 -0.9255 -0.5022
N -3.5901 0.5241 -0.4195
H -0.3641 -1.8441 0.6695
H 1.9952 -2.1754 -0.3060
H 0.3944 2.4845 0.7086
H 3.4248 -0.4844 -0.5139
H 2.3112 0.0454 -1.8056
H 2.7247 2.0227 -0.3597
H 2.7203 1.0881 1.0947
H -3.2330 -0.4874 1.6216
H -2.6468 -0.9223 -1.2171
H -4.5963 0.4268 -0.2040

The HOMO energy (alpha / beta) comes out at -0.3023 / -0.3104 Ha. Its LUMO energy (alpha / beta) is 0.40 / 0.28 eV. As for the spin multiplicity: 1. As for the HOMO-LUMO gap (alpha / beta): 8.63 / 8.73 eV. As for the molar mass: 122.17 g/mol.


## b
C7H10N2 | the ωB97M-V functional and the def2-TZVPD basis

Geometry (Å):
C -1.3623 -0.0629 0.0967
C -0.7067 -1.4024 0.1085
C 0.6028 -1.2234 0.8442
C 0.5146 1.7557 0.2187
C 1.7502 1.0516 0.2538
C 2.4951 -0.2470 -0.0958
C 1.5599 -1.1932 -0.2711
H -3.4317 1.0472 -1.0258
H -3.2551 -1.2429 0.0081
H -0.4443 -1.7287 -0.9273
H -1.5177 -2.1122 0.3801
H 0.9071 -0.5677 1.6622
H -1.4367 2.0990 -0.4430
H 0.7392 2.9423 -0.0463
H 2.5335 1.8684 0.6712
H 3.5077 -0.3430 -0.5797
H 1.2079 -1.8606 -1.0955
N -2.7765 0.0294 0.2424
N -0.8871 1.1905 -0.0013

The HOMO energy comes out at -0.2394 Ha. Its LUMO energy is -1.62 eV. As for the spin multiplicity: 1. As for the HOMO-LUMO gap: 4.89 eV. As for the molar mass: 122.17 g/mol.


## c
C7H10N2 | the ωB97M-V functional and the def2-TZVPD basis

Geometry (Å):
C -1.6078 -1.2013 -0.0092
C -1.9366 0.2955 0.3506
C -0.8146 1.1510 -0.2417
C 0.4169 1.5634 0.6196
C 1.3063 0.7194 -0.3438
C 1.9669 -0.5602 0.1840
N 0.8628 -1.4873 0.3958
C -0.0974 -1.0241 -0.2407
N 0.0729 0.1848 -0.9979
H -2.1386 -1.5405 -0.9139
H -1.8605 -1.9661 0.7368
H -1.9520 0.4122 1.4472
H -2.8665 0.6604 -0.1252
H -1.2000 1.9789 -0.8422
H 0.6180 2.6359 0.6647
H 0.3523 1.2855 1.6860
H 1.8671 1.4137 -1.0074
H 2.7412 -0.9344 -0.5055
H 2.4876 -0.4898 1.1612

The HOMO energy comes out at -0.3297 Ha. Its LUMO energy is 1.11 eV. As for the spin multiplicity: 1. As for the HOMO-LUMO gap: 10.09 eV. As for the molar mass: 122.17 g/mol.


## d
C7H10N2 | the ωB97M-V functional and the def2-TZVPD basis

Geometry (Å):
C -1.0948 0.2788 1.4564
C -1.1797 0.4590 -0.1124
C -0.2087 1.6454 -0.4632
C 1.0708 1.3542 -0.4280
C 1.6546 -0.0384 -0.2925
N 1.2287 -1.0358 0.8475
C 0.6265 -1.2122 -0.5635
C -0.6856 -0.7139 -0.9845
N -2.0924 -0.6256 -0.7260
H -2.2061 0.2224 1.7522
H -0.4366 1.1951 1.9683
H -0.5471 -0.8489 1.5579
H -0.4001 2.7586 -0.8319
H 1.7494 2.2327 -0.3210
H 2.6088 -0.0471 -0.5820
H 2.0324 -1.6391 0.7533
H 0.8907 -2.0991 -1.1034
H -0.7400 -0.6239 -2.0967
H -2.2709 -1.2622 0.1695

The HOMO energy comes out at -0.3134 Ha. Its LUMO energy is 0.95 eV. As for the spin multiplicity: 1. As for the HOMO-LUMO gap: 9.48 eV. As for the molar mass: 122.17 g/mol.


Order from most stable to least stable according to the calculation: c, d, a, b


## a
C3H2NO2P | the ωB97M-V functional and the def2-TZVPD basis

Geometry (Å):
C -0.3695 -1.8427 0.2020
C 0.5655 1.4484 -0.0469
C 0.6501 -1.1963 0.1622
N -1.6651 -1.6592 0.0237
O 0.7711 1.9445 1.0013
O -0.6281 0.7769 -0.3389
P -2.0378 -0.1564 -0.2510
H 1.0270 1.6531 -1.0184
H 1.6868 -0.9683 0.2660

The HOMO energy (alpha / beta) comes out at -0.3532 / -0.3532 Ha. Its LUMO energy (alpha / beta) is -0.80 / -0.80 eV. As for the spin multiplicity: 1. As for the HOMO-LUMO gap (alpha / beta): 8.82 / 8.82 eV. As for the molar mass: 115.03 g/mol.


## b
C3H2NO2P | the ωB97M-V functional and the def2-TZVPD basis

Geometry (Å):
C 1.2012 0.9704 -1.1917
C 0.1891 0.3949 -1.3891
N -0.7888 -0.4538 -1.5197
P -1.7716 -1.0098 -0.4400
O -1.3309 -0.2700 1.0435
C -0.1264 -0.3444 1.5276
O 0.6846 -1.1525 1.1563
H 2.0951 1.4315 -1.4346
H -0.1524 0.4337 2.2478

The HOMO energy comes out at -0.3572 Ha. Its LUMO energy is -1.14 eV. As for the spin multiplicity: 1. As for the HOMO-LUMO gap: 8.58 eV. As for the molar mass: 115.03 g/mol.


Order from most stable to least stable according to the calculation: b, a


## a
C2H3ClN | the ωB97M-V functional and the def2-TZVPD basis

Geometry (Å):
C -1.1473 -1.2141 0.0197
C 0.4767 0.5988 -0.1014
N -0.3728 -0.3978 -0.0297
Cl 2.2379 -0.0354 0.0227
H -2.0783 -1.6550 0.1921
H 0.5600 1.2160 -1.0206
H 0.3239 1.4875 0.9172

The HOMO energy comes out at -0.5845 Ha. The total charge is +1. Its LUMO energy is -6.25 eV. As for the spin multiplicity: 1. As for the HOMO-LUMO gap: 9.66 eV. As for the molar mass: 76.51 g/mol.


## b
C2H3ClN | the ωB97M-V functional and the def2-TZVPD basis

Geometry (Å):
N 0.3864 -0.8269 0.2642
C -0.3793 0.3464 0.1257
C -0.4264 1.5987 -0.3836
Cl -1.4051 2.7159 -0.9685
H 0.6877 -1.1547 1.2303
H 1.3183 -0.9845 -0.2984
H -0.1816 -1.6949 0.0303

The HOMO energy comes out at -0.5399 Ha. The total charge is +1. Its LUMO energy is -5.40 eV. As for the spin multiplicity: 1. As for the HOMO-LUMO gap: 9.30 eV. As for the molar mass: 76.51 g/mol.


Order from most stable to least stable according to the calculation: a, b


## a
C2H8N4O | the ωB97M-V functional and the def2-TZVPD basis

Geometry (Å):
C 1.4357 -0.7621 0.1478
C -2.8492 -0.1424 0.2880
N -2.4943 -0.2096 1.4128
N 0.6139 0.1668 -0.2196
N 2.7096 -0.7355 0.4762
N -2.9815 0.1375 -0.9420
O 1.1939 1.5625 -0.0660
H 0.8310 -1.6647 0.0266
H 1.7038 1.4725 -0.8289
H -2.5767 -0.6242 2.3425
H 3.2417 -1.5725 0.6586
H 3.2472 0.0056 0.3033
H -2.6269 -0.6262 -1.5622
H -3.8202 0.7900 -1.3647
H 0.3272 2.1814 -0.0812

The HOMO energy comes out at -0.6767 Ha. The total charge is +2. Its LUMO energy is -7.45 eV. As for the spin multiplicity: 1. As for the HOMO-LUMO gap: 10.97 eV. As for the molar mass: 104.11 g/mol.


## b
C2H8N4O | the ωB97M-V functional and the def2-TZVPD basis

Geometry (Å):
C 0.6984 -0.3307 0.4214
C -0.5821 2.2900 0.3457
N 1.1917 -1.5789 0.1597
N -0.4598 0.1370 -0.6879
N 0.5418 -2.6698 -0.3730
N -1.1232 1.2194 -0.3413
O 1.0763 0.4464 1.2528
H -0.0155 2.0179 1.2455
H 0.1241 2.7004 -0.2296
H -1.2896 2.9727 0.7568
H 1.9091 -1.8637 0.8506
H -0.9457 -0.5392 -1.2077
H -0.1307 -2.6402 -1.1346
H 1.0655 -3.5202 -0.2654
H -2.0603 1.3588 -0.7928

The HOMO energy (alpha / beta) comes out at -0.7666 / -0.6890 Ha. The total charge is +2. Its LUMO energy (alpha / beta) is -10.61 / -12.75 eV. As for the spin multiplicity: 1. As for the HOMO-LUMO gap (alpha / beta): 10.25 / 6.00 eV. As for the molar mass: 104.11 g/mol.


Order from most stable to least stable according to the calculation: a, b


## a
C4H6N4O | the ωB97M-V functional and the def2-TZVPD basis

Geometry (Å):
N -2.9913 0.0852 0.3151
C -1.9753 0.5286 0.1324
C -0.6646 0.8928 -0.2024
O -0.5333 1.1188 -1.6317
C 0.4175 -0.1280 0.2344
N 1.4099 -0.3305 -0.7129
N 0.7918 0.1775 1.5817
C -0.6126 -1.5529 0.2609
N -1.1508 -2.5474 0.1318
H -0.3614 1.9248 0.0882
H -0.5252 0.1601 -1.9239
H 2.2578 -0.8253 -0.4195
H 1.3299 0.0054 -1.6933
H 1.3178 1.0726 1.7518
H 1.2898 -0.5819 2.0874

The HOMO energy comes out at -0.3801 Ha. Its LUMO energy is 0.43 eV. As for the spin multiplicity: 1. As for the HOMO-LUMO gap: 10.77 eV. As for the molar mass: 126.12 g/mol.


## b
C4H6N4O | the ωB97M-V functional and the def2-TZVPD basis

Geometry (Å):
N -2.4893 -0.9673 0.0169
C -1.1417 -1.2061 -0.0284
C -0.1636 -0.3299 -0.1047
C 1.2633 -0.7403 -0.0107
O 1.6994 -1.8476 0.0678
N 2.0392 0.4531 0.0164
C 1.1926 1.4318 -0.0670
N -0.1098 1.0660 -0.0607
N -1.1293 1.9579 0.1483
H -2.8325 -0.0837 -0.3591
H -3.1166 -1.7536 -0.0187
H -0.8747 -2.2082 0.1141
H 1.4406 2.4620 -0.0262
H -1.7296 1.6399 0.8887
H -1.5617 2.2223 -0.7216

The HOMO energy comes out at -0.2977 Ha. Its LUMO energy is 0.40 eV. As for the spin multiplicity: 1. As for the HOMO-LUMO gap: 8.50 eV. As for the molar mass: 126.12 g/mol.


Order from most stable to least stable according to the calculation: b, a


## a
C3H3BrO | the ωB97M-V functional and the def2-TZVPD basis

Geometry (Å):
Br 2.0275 -0.7888 0.6046
C 0.6876 -0.4647 -0.7489
C -0.5433 0.0466 0.0645
C -0.8085 1.0312 0.9093
O -1.7576 -0.1594 0.0087
H 1.0142 0.3683 -1.3241
H 0.4472 -1.3505 -1.3559
H -1.0672 1.3173 1.8420

The HOMO energy comes out at -0.3164 Ha. Its LUMO energy is 0.50 eV. As for the spin multiplicity: 1. As for the HOMO-LUMO gap: 9.11 eV. As for the molar mass: 134.96 g/mol.


## b
C3H3BrO | the ωB97M-V functional and the def2-TZVPD basis

Geometry (Å):
C -0.7830 -0.0699 0.5350
C -1.0356 0.4758 -0.5355
C 0.8052 -2.4772 0.0857
O 0.3264 -3.5079 -0.0853
Br 3.0488 0.2256 -0.0159
H -0.5804 -0.7973 1.2760
H 2.2014 -0.7179 -0.5440
H -1.1835 1.1998 -1.2926

The HOMO energy comes out at -0.3877 Ha. Its LUMO energy is 0.51 eV. As for the spin multiplicity: 1. As for the HOMO-LUMO gap: 11.06 eV. As for the molar mass: 134.96 g/mol.


## c
C3H3BrO | the ωB97M-V functional and the def2-TZVPD basis

Geometry (Å):
C -1.3438 -2.3692 0.2224
C -2.7612 0.3540 0.8592
C -0.3431 -0.2249 -0.1789
O -0.6205 -1.4671 0.1258
Br -3.8480 0.3282 -0.5687
H 0.1403 0.2133 0.7533
H -1.7081 0.2531 0.5664
H 0.0194 -0.1517 -1.1122

The HOMO energy (alpha / beta) comes out at -0.2770 / -0.2774 Ha. Its LUMO energy (alpha / beta) is -0.40 / -0.40 eV. As for the spin multiplicity: 1. As for the HOMO-LUMO gap (alpha / beta): 7.13 / 7.15 eV. As for the molar mass: 134.96 g/mol.


Order from most stable to least stable according to the calculation: b, a, c